1.
This record from the Open Molecules 2025 dataset describes a structure of composition C34H73AlF6N5O4P2 at a distorted geometry. The level of theory is ωB97M-V/def2-TZVPD.

Element x y z (Å)
Al 2.4473 2.3548 19.4210
O -0.1815 2.8578 15.4746
C 0.7461 2.5831 16.4353
O 0.2997 1.9256 17.3958
O 1.9366 2.8006 16.3561
H -0.8868 2.4327 15.9681
C 6.6341 3.2449 15.3621
C 6.4475 3.9466 14.0357
N 5.2293 4.7459 13.9042
C 5.1982 5.9932 13.3252
C 3.8564 6.4143 13.3587
N 3.0650 5.3535 13.8313
C 3.9466 4.3978 14.3038
C 1.6432 5.1530 13.7451
H 6.3978 3.8657 16.2264
H 7.6265 2.8042 15.4573
H 5.8911 2.4583 15.4930
H 6.4784 3.3000 13.1587
H 7.2553 4.6780 14.0108
H 6.0955 6.4633 12.9506
H 3.3051 7.2428 12.9392
H 3.6494 3.4263 14.6702
H 1.2048 5.6132 14.6307
H 1.3457 4.1044 13.7370
H 1.2097 5.5828 12.8421
C -3.9872 2.0900 17.8763
C -3.0742 1.9126 19.1043
N -3.6950 1.4583 20.2763
C -4.7394 2.0763 20.9618
C -5.0881 1.3593 22.1171
N -4.1831 0.2982 22.1337
C -3.3932 0.3121 20.9976
C -4.1219 -0.7940 23.0876
H -3.5887 2.7804 17.1330
H -4.9217 2.5443 18.2055
H -4.1744 1.1311 17.3930
H -2.6586 2.9116 19.2358
H -2.2323 1.2919 18.7978
H -5.0911 3.0118 20.5524
H -5.8432 1.5982 22.8514
H -2.6641 -0.3632 20.5747
H -5.1020 -1.1622 23.3908
H -3.6068 -0.3479 23.9384
H -3.4845 -1.5839 22.6902
C -7.8687 3.1898 10.3169
C -6.8812 3.7943 9.3807
C -5.6819 2.8639 9.1611
C -4.5705 3.4028 8.2395
P -3.1767 2.2812 8.0852
C -2.4601 2.1237 9.7208
C -1.8941 3.4120 10.3120
C -1.3323 3.3862 11.7309
C -0.4554 2.1876 12.0082
C -3.7576 0.5936 7.5964
C -4.5407 0.6434 6.2477
C -5.5803 -0.4670 6.2190
C -6.6571 -0.1855 7.3323
C -1.9268 2.7158 6.8201
C -0.7795 1.6752 6.7254
C 0.2828 1.9066 5.6181
C -0.3698 1.7920 4.1762
H -8.3436 2.3145 9.8735
H -8.6310 3.8358 10.7525
H -7.3156 2.8009 11.1718
H -6.4831 4.7534 9.7120
H -7.3475 3.9612 8.4097
H -6.0586 1.9064 8.8013
H -5.3633 2.6201 10.1746
H -4.1196 4.2994 8.6647
H -4.9898 3.6597 7.2667
H -1.7233 1.4221 9.3297
H -3.1954 1.7399 10.4280
H -2.4153 4.3658 10.2303
H -1.0265 3.7725 9.7593
H -2.1556 3.2912 12.4390
H -0.8654 4.3361 11.9910
H 0.3816 2.2204 11.3108
H -0.9717 1.3053 11.6299
H -0.0868 1.9363 13.0028
H -4.3213 0.1566 8.4206
H -2.9659 -0.1440 7.4650
H -3.9117 0.5609 5.3614
H -5.0418 1.5961 6.0765
H -5.1337 -1.4595 6.2786
H -6.0870 -0.4064 5.2559
H -6.9679 0.8587 7.3652
H -6.3577 -0.4999 8.3321
H -7.5385 -0.7674 7.0625
H -1.5630 3.7231 7.0229
H -2.5901 2.6453 5.9580
H -1.0568 0.6262 6.6216
H -0.2096 1.6297 7.6534
H 1.1506 1.2489 5.6667
H 0.6664 2.9160 5.7673
H -1.0140 2.6444 3.9608
H -0.9246 0.8630 4.0447
H 0.5362 1.7959 3.5702
C 1.6205 -2.0846 14.4530
N 0.4735 -2.4288 15.4683
C -0.3287 -3.7631 15.1151
C 1.1989 -2.6766 16.8132
C -0.4599 -1.1599 15.5867
C -1.5946 -1.0734 14.4300
O -1.1168 -1.1172 13.1645
H 2.0662 -1.2021 14.9121
H 1.3843 -2.1315 13.3899
H 2.3152 -2.9224 14.5116
H -1.0227 -3.8647 15.9494
H 0.4422 -4.5333 15.1402
H -0.7884 -3.5074 14.1604
H 1.8820 -3.5213 16.7240
H 0.4552 -2.6870 17.6100
H 1.8228 -1.8362 17.1175
H 0.1924 -0.2868 15.5969
H -0.9547 -1.2347 16.5551
H -1.9969 -0.0638 14.5131
H -2.4937 -1.6180 14.7182
H -1.8950 -1.2840 12.6276
P 3.9443 5.6220 18.5429
F 3.9396 5.9997 16.9339
F 4.4379 4.1028 18.2419
F 5.3901 6.1698 18.9259
F 3.7740 5.2162 20.0893
F 3.1715 6.9953 18.9456
F 2.4111 5.0349 18.2365

Results
Spin multiplicity = 2
Frontier orbital gap (spin up / spin down) = 1.98 / 2.79 eV
Energy relative to the best compared isomer or geometry (same formula, charge and spin) = 0.00 kcal/mol
E_tot = -3435.80615 hartree
Charge = +6



2.
This record from the Open Molecules 2025 dataset describes a structure of composition C34H73BIN2P2PtSi4 at a distorted geometry. The level of theory is ωB97M-V/def2-TZVPD.

Element x y z (Å)
Pt 0.0727 -0.5227 -0.3959
C -1.3762 -4.1050 3.2742
C -1.5990 -2.8320 4.1101
C -0.4746 -2.7607 5.1482
C -2.9480 -2.9498 4.8308
P -1.3528 -1.4089 2.8911
C -2.9664 -1.5553 2.0020
N -2.9913 -1.1144 0.6134
B -1.9589 -0.8267 -0.4045
N -2.7396 -0.7795 -1.6396
C -2.2422 -0.8446 -2.9824
P -0.5167 -0.1709 -3.1250
C 0.0054 -1.3228 -4.5172
C 1.3871 -0.8851 -5.0149
C -0.9369 -1.4754 -5.7151
C 0.1636 -2.6943 -3.8325
C -0.9605 1.5525 -3.7770
C -1.5742 1.6330 -5.1712
C -1.9334 2.1255 -2.7362
C 0.2996 2.4170 -3.7419
C -4.0830 -0.9884 -1.3852
C -5.1693 -1.0443 -2.2391
C -6.4351 -1.2810 -1.6913
C -6.5928 -1.4640 -0.3261
C -5.4899 -1.4226 0.5348
C -4.2386 -1.1841 -0.0049
C -1.6666 0.2236 3.7637
C -0.3372 0.6698 4.3728
C -1.9929 1.2117 2.6303
C -2.7680 0.2849 4.8192
H -1.2714 -4.9647 3.9441
H -0.4703 -4.0310 2.6677
H -2.2121 -4.3090 2.6023
H -0.4741 -3.6693 5.7605
H -0.5946 -1.9062 5.8169
H 0.5032 -2.6803 4.6647
H -3.0453 -3.9563 5.2549
H -3.7955 -2.7991 4.1580
H -3.0363 -2.2389 5.6505
H -3.7231 -0.9923 2.5586
H -3.2745 -2.6030 2.0311
H -2.8989 -0.3010 -3.6670
H -2.2368 -1.8871 -3.3069
H 1.3707 0.1259 -5.4315
H 1.7329 -1.5685 -5.7976
H 2.1161 -0.9086 -4.2022
H -0.8880 -0.6227 -6.3893
H -1.9771 -1.6192 -5.4212
H -0.6300 -2.3620 -6.2804
H 0.5346 -2.5960 -2.8137
H 0.8806 -3.3035 -4.3913
H -0.7798 -3.2423 -3.7933
H -2.4346 0.9716 -5.2963
H -0.8390 1.3878 -5.9386
H -1.9171 2.6575 -5.3569
H -2.9371 1.7029 -2.8141
H -2.0129 3.2075 -2.8802
H -1.5729 1.9461 -1.7173
H 0.9641 2.2003 -4.5799
H 0.8504 2.2568 -2.8166
H 0.0296 3.4771 -3.7927
H -5.0494 -0.9229 -3.3083
H -7.2965 -1.3358 -2.3456
H -7.5785 -1.6527 0.0806
H -5.6238 -1.5788 1.5977
H 0.4496 0.6238 3.6197
H -0.0342 0.0449 5.2155
H -0.4112 1.7025 4.7305
H -1.2658 1.1267 1.8161
H -1.9542 2.2323 3.0220
H -2.9889 1.0459 2.2122
H -2.4584 -0.1986 5.7476
H -3.7012 -0.1729 4.4841
H -2.9810 1.3348 5.0508
I 2.0870 -3.5362 -0.6186
C 0.4899 -2.4216 0.2514
H 0.7389 -2.3774 1.3050
H -0.3676 -3.0800 0.1393
C 0.6294 3.7412 1.7495
Si 1.9292 3.1898 0.4978
C 3.5218 3.9932 1.1129
C 1.4573 4.1688 -1.0435
Si 2.0871 0.8842 0.1561
Si 3.3621 0.3182 2.0782
C 5.2380 0.4494 1.8909
C 3.1021 1.3772 3.6442
C 3.0978 -1.4660 2.6108
Si 3.9102 0.8658 -1.3839
C 3.5236 1.3734 -3.1549
C 4.5766 -0.8805 -1.5376
C 5.4114 1.9904 -1.1140
H 0.7122 4.8193 1.9229
H 0.7251 3.2336 2.7132
H -0.3781 3.5363 1.3739
H 3.3707 5.0674 1.2708
H 4.3376 3.8680 0.4034
H 3.8493 3.5555 2.0617
H 1.4220 5.2398 -0.8162
H 0.4729 3.8665 -1.4132
H 2.1727 4.0177 -1.8584
H 5.5500 1.4941 1.8222
H 5.6176 -0.0722 1.0089
H 5.7204 0.0124 2.7728
H 2.5167 2.2790 3.4543
H 4.0738 1.6973 4.0318
H 2.5912 0.8196 4.4315
H 3.1803 -2.1505 1.7609
H 2.1051 -1.6053 3.0535
H 3.8494 -1.7588 3.3525
H 2.6545 0.8579 -3.5546
H 4.3832 1.1417 -3.7937
H 3.3294 2.4480 -3.2244
H 3.8579 -1.5141 -2.0627
H 4.7502 -1.3506 -0.5660
H 5.5195 -0.8936 -2.0961
H 5.1259 3.0319 -1.2786
H 6.1750 1.7379 -1.8589
H 5.8689 1.9240 -0.1303

Results
Frontier orbital gap = 6.35 eV
Energy relative to the best compared isomer or geometry (same formula, charge and spin) = 33.48 kcal/mol
E_tot = -3731.58395 hartree
Charge = -1



3.
This record from the Open Molecules 2025 dataset describes a cluster of 6 separate species, C34H73NO8S6 in total at a distorted geometry. The level of theory is ωB97M-V/def2-TZVPD.

Element x y z (Å)
C -0.3181 4.3850 4.1358
C -1.4026 3.4160 3.6042
C -2.4767 4.0954 2.7253
C -3.4821 3.0175 2.2418
C -2.9571 2.2654 0.9979
C -4.0205 1.3624 0.3237
C -3.8504 -0.1757 0.4425
C -5.2653 -0.7239 0.0156
C -5.3136 -2.1889 -0.4444
C -4.8346 -3.2374 0.5750
C -5.5347 -3.1491 1.9453
O -5.8528 -4.4706 2.3896
C -5.5643 -4.6734 3.7532
C -2.8382 -0.7355 -0.5734
C -1.5159 0.0354 -0.7054
C -0.5963 -0.5380 -1.8012
C 0.6010 0.4126 -2.0507
C -0.1035 -1.9757 -1.5107
C 0.6375 -2.0727 -0.1295
C 2.0161 -2.7065 -0.2702
C 2.9976 -2.4662 0.6365
C 3.7196 -3.6377 1.2898
C 3.4589 -1.0878 1.0589
O -3.7253 -0.6565 1.8094
C -2.5093 -0.7895 2.3387
O -1.7205 -1.6488 2.1158
N -2.2024 0.2128 3.3899
C -2.1854 -0.3345 4.4789
S -1.9048 -1.0939 5.8301
H -0.4867 4.5846 5.1962
H 0.6458 3.8627 4.0873
H -0.2091 5.2887 3.5342
H -0.8963 2.6871 2.9652
H -1.9258 2.8989 4.4133
H -3.0004 4.9032 3.2416
H -1.9624 4.4959 1.8421
H -3.7936 2.3415 3.0420
H -4.3501 3.5827 1.8719
H -2.7332 3.0654 0.2795
H -1.9975 1.7809 1.1813
H -3.9666 1.5513 -0.7528
H -5.0131 1.6548 0.6810
H -5.8764 -0.6306 0.9223
H -5.6717 -0.0425 -0.7339
H -4.8390 -2.3529 -1.4159
H -6.3752 -2.4200 -0.6217
H -5.0896 -4.2307 0.1896
H -3.7563 -3.2341 0.7487
H -4.8394 -2.7344 2.6838
H -6.4149 -2.4936 1.9394
H -4.5210 -4.9768 3.9202
H -6.2225 -5.4669 4.1185
H -5.7648 -3.7882 4.3715
H -3.3087 -0.7288 -1.5608
H -2.5864 -1.7677 -0.3173
H -0.9837 0.1447 0.2452
H -1.7253 1.0658 -1.0256
H -1.2237 -0.5869 -2.7044
H 0.5783 1.2287 -1.3302
H 0.5674 0.8520 -3.0514
H 1.5300 -0.1650 -1.9985
H -0.9190 -2.7009 -1.5798
H 0.6482 -2.2006 -2.2746
H 0.0652 -2.7718 0.4852
H 0.7037 -1.0875 0.3385
H 2.1563 -3.3831 -1.1156
H 3.3325 -3.8128 2.2948
H 3.6526 -4.5135 0.6397
H 4.7873 -3.3710 1.3478
H 4.5301 -1.0552 0.8213
H 3.3721 -0.9193 2.1411
H 2.9805 -0.2953 0.4817
C 6.6813 -6.4075 -2.4822
S 4.8944 -6.4158 -2.2986
O 4.4848 -5.0503 -1.8725
C 4.8631 -7.4612 -0.8328
H 6.9371 -5.7737 -3.3269
H 7.1413 -6.0127 -1.5755
H 7.0329 -7.4186 -2.6753
H 5.4443 -6.9948 -0.0366
H 5.2730 -8.4412 -1.0784
H 3.8278 -7.5691 -0.5151
C 1.1111 5.2087 0.3144
S 0.5096 4.8436 -1.3405
O -0.0035 3.4441 -1.3221
C 2.1213 4.8088 -2.1259
H 0.2558 5.2366 0.9878
H 1.8036 4.4291 0.6330
H 1.6060 6.1799 0.3120
H 2.7483 4.0539 -1.6478
H 2.5799 5.7903 -2.0515
H 1.9815 4.5570 -3.1737
C 2.1974 8.2649 -6.1598
S 1.2022 7.9159 -4.7034
O 2.1001 7.2792 -3.7013
C 0.2292 6.6002 -5.4484
H 2.9140 9.0417 -5.9013
H 2.7282 7.3637 -6.4673
H 1.5510 8.6180 -6.9633
H 0.8902 5.8087 -5.8028
H -0.3547 7.0056 -6.2747
H -0.4419 6.2043 -4.6881
C -6.8464 6.1979 4.1967
S -5.6673 7.4302 3.6243
O -4.5631 6.6986 2.9504
C -5.0759 7.8944 5.2587
H -7.3098 5.7432 3.3236
H -6.3276 5.4339 4.7762
H -7.6109 6.6825 4.8045
H -4.6755 7.0172 5.7675
H -5.8969 8.3250 5.8324
H -4.2899 8.6364 5.1350
C 11.1899 -8.6692 -4.9665
S 9.4005 -8.7090 -4.7919
O 8.9717 -7.3518 -4.3602
C 9.3808 -9.7621 -3.3326
H 11.4323 -8.0233 -5.8077
H 11.6393 -8.2709 -4.0566
H 11.5573 -9.6766 -5.1626
H 9.9511 -9.2914 -2.5313
H 9.8064 -10.7342 -3.5814
H 8.3459 -9.8887 -3.0203

Results
Frontier orbital gap = 7.30 eV
E_tot = -4384.80178 hartree
Charge = 0



4.
This record from the Open Molecules 2025 dataset describes a cluster of 3 separate species, C34H74ClN4O10P2 in total at a distorted geometry. The level of theory is ωB97M-V/def2-TZVPD.

Element x y z (Å)
C -4.1155 2.4811 -1.6850
C -3.1233 3.6492 -1.9292
C -1.9899 3.2251 -2.8732
C -0.9133 2.3576 -2.1434
O -0.8761 1.1258 -2.7788
P 0.0796 -0.1445 -2.1124
C -1.5036 -1.2105 -2.5029
C -1.8403 -1.5335 -3.9187
O -1.5624 -2.4738 -4.5300
Cl -2.9549 -0.3476 -4.7646
C 1.2607 -1.5886 -1.7370
C 0.7915 -3.0196 -2.0093
C 2.0564 -3.9272 -2.1400
O 0.0987 -3.5440 -0.8679
P 0.9823 -0.1182 -4.2496
O 0.2743 0.7269 -5.2026
O 1.3664 -1.6104 -4.8395
O 2.4842 0.6376 -4.0845
O -0.6129 -0.0872 -0.5233
C 0.2713 0.3842 0.4750
C -0.4188 0.9339 1.7259
C -0.0273 0.1950 3.0384
C 0.9098 1.0455 3.9396
C 0.3836 1.2188 5.3926
N 1.0839 0.3684 6.3641
C 2.2370 0.9414 6.8809
N 2.4561 2.1820 6.9428
N 3.1782 0.0145 7.4139
C 1.4568 1.1195 -0.2025
C 1.6534 2.6738 -0.0780
N 0.4920 3.4927 0.3401
C 2.7669 0.5802 0.4550
C 4.0074 0.9199 -0.3824
O 4.8122 1.9638 0.2190
C 6.0911 1.6051 0.4783
O 6.3684 0.6413 1.1007
C 7.1320 2.5638 -0.0480
C 6.7268 4.0443 0.0320
O 1.3685 0.8877 -1.5838
H -5.1517 2.8218 -1.6669
H -3.8365 2.0047 -0.7423
H -4.0247 1.7399 -2.4817
H -2.6999 4.0154 -0.9920
H -3.6886 4.4383 -2.4368
H -2.3882 2.6728 -3.7256
H -1.5157 4.1188 -3.2923
H -1.2010 2.3581 -1.0865
H 0.0098 2.9452 -2.2176
H -2.2889 -0.5260 -2.1951
H -1.6436 -2.0478 -1.8205
H 2.1564 -1.4220 -2.3366
H 1.6436 -1.6037 -0.7105
H 0.2374 -3.1732 -2.9354
H 2.2820 -4.2654 -1.1187
H 2.9107 -3.3941 -2.5526
H 1.7983 -4.8086 -2.7292
H -0.2592 -2.7927 -0.3746
H 2.2898 -1.6326 -5.1285
H 3.1513 -0.0625 -4.0300
H 0.6791 -0.5754 0.8374
H -0.3003 1.9969 1.9158
H -1.4881 0.7520 1.5965
H -0.9511 -0.0074 3.5822
H 0.4443 -0.7716 2.8442
H 1.9009 0.5865 4.0304
H 1.0668 2.0248 3.4877
H -0.6677 0.9239 5.4196
H 0.4042 2.2697 5.6619
H 1.3970 -0.4671 5.8789
H 3.3619 2.3209 7.3818
H 4.0931 0.2031 7.0271
H 2.8993 -0.9454 7.2443
H 1.9554 3.0202 -1.0653
H 2.4885 2.9433 0.5732
H 0.3724 4.2369 -0.3335
H 0.5973 3.8894 1.2636
H 2.9381 1.0628 1.4194
H 2.7305 -0.4909 0.6637
H 4.6021 0.0301 -0.5852
H 3.7067 1.2924 -1.3639
H 7.3716 2.3009 -1.0803
H 8.0286 2.4077 0.5494
H 6.1790 4.3631 -0.8510
H 7.6515 4.6296 0.0183
H 6.2172 4.3101 0.9553
C -7.6896 4.0161 0.1956
C -9.0391 3.3110 0.1081
C -9.1661 2.4032 -1.1151
C -9.0696 3.1176 -2.4643
C -10.0947 4.2296 -2.6817
C -11.5375 3.7331 -2.6706
H -7.5231 4.6776 -0.6561
H -7.6362 4.6252 1.1000
H -6.8749 3.2903 0.2300
H -9.8439 4.0522 0.1192
H -9.1742 2.7004 1.0054
H -10.1151 1.8615 -1.0554
H -8.3831 1.6398 -1.0724
H -9.1794 2.3724 -3.2585
H -8.0660 3.5346 -2.5849
H -9.8950 4.6984 -3.6493
H -9.9712 5.0152 -1.9310
H -11.6946 2.9786 -3.4444
H -12.2262 4.5584 -2.8624
H -11.8073 3.2977 -1.7070
C 2.2614 -5.9101 1.4639
C 3.6937 -5.4781 1.1662
C 4.4537 -6.4714 0.2888
C 4.6432 -7.8618 0.8983
C 5.3634 -7.8848 2.2456
C 6.7924 -7.3545 2.1765
H 2.2302 -6.8482 2.0226
H 1.7523 -5.1541 2.0638
H 1.6938 -6.0406 0.5406
H 4.2307 -5.3084 2.1045
H 3.6663 -4.5143 0.6517
H 5.4306 -6.0462 0.0392
H 3.9234 -6.5799 -0.6627
H 5.2018 -8.4787 0.1862
H 3.6688 -8.3459 1.0113
H 5.3921 -8.9180 2.6045
H 4.7975 -7.3188 2.9904
H 7.3887 -7.9356 1.4695
H 7.2719 -7.4226 3.1550
H 6.8199 -6.3080 1.8696

Results
Frontier orbital gap = 7.50 eV
E_tot = -3454.34254 hartree
Charge = -1